[1]
87
Properties=species:S:1:pos:R:3:forces:R:3:mulliken_spin:R:1 method="wB97M-V/def2-TZVPD" charge=+1 spin_multiplicity=2 e_tot_ev=-44601.051 e_homo_ha="-0.4336 / -0.4336"
C -4.7601 -1.2914 2.0860 -0.859 0.106 0.323 0.000
C -3.4697 -0.7747 1.5346 0.579 -1.461 -0.994 0.006
O -2.3987 -1.1757 2.3113 1.283 0.081 2.280 0.001
H -4.7357 -2.3810 2.1032 -0.051 0.036 -0.149 0.000
H -5.5775 -0.9472 1.4524 -0.088 -0.197 -0.171 0.000
H -5.0405 -0.9870 3.0944 0.465 0.284 0.090 0.000
H -3.4324 0.3012 1.3635 -0.337 0.289 -0.172 0.000
H -3.2683 -1.3719 0.6453 -0.763 0.804 -1.085 0.000
H -1.6198 -1.4289 1.8104 -0.202 0.042 -0.183 0.000
C 4.9025 0.5255 2.3482 -0.266 -0.434 0.250 0.000
C 4.5875 -0.4143 3.5785 -0.343 1.638 -0.633 0.000
O 5.5395 -0.2604 4.6239 -0.442 -0.604 -0.269 0.000
H 4.0972 0.5026 1.6140 -0.444 0.180 0.231 0.000
H 5.7563 0.3263 1.7006 0.418 -0.928 0.448 0.000
H 5.1240 1.5544 2.6321 -0.545 0.035 0.427 0.000
H 4.1971 -1.3900 3.2891 1.589 -0.960 -0.366 0.000
H 3.6362 -0.1607 4.0463 0.032 1.236 0.118 0.000
H 6.4362 -0.4162 4.3184 -0.011 -0.176 -0.247 0.000
C -1.8541 -4.8311 -0.2189 -2.393 -0.145 0.343 0.000
C -2.4761 -4.8499 1.2320 1.391 -0.573 -2.296 0.000
O -1.4073 -5.2969 2.0324 -0.475 0.429 1.106 0.000
H -1.4598 -5.8301 -0.4047 0.009 0.126 -0.138 0.000
H -1.1466 -4.0691 -0.5460 0.133 0.167 0.712 0.000
H -2.7647 -4.6742 -0.7971 0.188 -0.141 -0.880 0.000
H -3.2780 -5.5881 1.2197 0.233 -0.313 0.149 0.000
H -2.9988 -3.9200 1.4560 0.601 0.468 0.589 0.000
H -0.6569 -4.8070 1.6881 0.338 0.065 0.420 0.000
C 0.6655 -1.5996 -0.4962 -1.230 0.547 1.338 0.000
C 2.1551 -1.2773 -0.5398 -2.140 0.447 0.906 0.000
O 2.6782 -2.3224 -1.2196 2.590 -2.060 -1.084 0.000
H 0.1012 -2.0495 -1.3131 0.575 0.664 -0.807 0.000
H 0.0828 -0.7814 -0.0730 -0.182 0.215 -0.113 0.000
H 0.5898 -2.3990 0.2409 0.072 -0.072 0.276 0.000
H 2.3663 -1.3452 0.5274 0.924 0.166 0.018 0.000
H 2.5375 -0.3324 -0.9257 -0.490 0.336 -0.120 0.000
H 2.0426 -2.6782 -1.8448 -0.289 -0.254 -0.091 0.000
O 1.3465 -3.8370 2.3470 -0.324 0.188 -0.372 0.000
H 1.8254 -3.3100 2.9867 0.174 0.106 0.141 0.000
H 1.3616 -4.7237 2.7072 0.104 -0.314 0.130 0.000
O 0.9831 -3.5109 -3.2230 -0.152 0.219 0.234 0.000
H 1.5148 -3.0119 -3.8431 0.143 0.197 -0.454 0.000
H 1.1354 -4.4261 -3.4583 0.024 -0.429 0.008 0.000
O 4.2552 -3.9934 0.8776 -0.009 -0.026 0.467 0.000
H 3.6547 -3.6379 0.2224 -0.293 0.103 -0.282 0.000
H 5.1227 -3.7153 0.5840 0.278 -0.066 -0.171 0.000
O 4.9970 -3.5351 -2.4069 0.345 -0.058 -0.179 0.000
H 4.2487 -3.1111 -1.9869 -0.309 0.352 0.243 0.000
H 4.6193 -4.2799 -2.8747 0.084 -0.281 -0.079 0.000
O 6.0457 -0.1157 -1.4198 -0.192 0.255 -0.123 0.000
H 5.4594 -0.6273 -0.8624 -0.125 -0.220 0.106 0.000
H 6.9101 -0.2256 -1.0234 0.278 -0.039 0.025 0.000
O 1.1833 0.7085 -3.5848 -0.059 0.295 0.105 0.000
H 2.0249 0.3406 -3.3154 0.358 -0.029 0.018 0.000
H 0.5827 -0.0368 -3.5791 -0.422 -0.297 -0.029 0.000
O -1.5519 -1.7781 -3.6264 0.065 0.417 0.176 0.000
H -1.1213 -2.6274 -3.5289 0.278 -0.362 0.102 0.000
H -1.8685 -1.7719 -4.5297 -0.167 0.041 -0.252 0.000
C -4.1822 4.6747 1.0563 0.279 -1.048 -1.308 0.045
C -3.0963 4.2189 -0.0316 -2.207 1.553 -0.150 -0.010
C -2.8716 5.3826 -1.0080 -0.325 1.258 0.010 0.019
C -1.6494 5.4021 -1.8706 -0.417 -0.922 0.064 -0.009
C -0.5102 5.0351 -0.9386 1.064 0.019 -0.545 0.027
C -0.5954 3.6474 -0.1697 0.496 2.395 0.969 -0.003
N -1.8730 3.7106 0.5748 -0.990 -1.952 -0.687 0.711
O -2.1210 2.6618 1.4721 0.794 1.984 -0.665 0.007
C -0.5263 2.5368 -1.1417 -1.977 -0.879 -2.012 0.082
C 0.5155 3.4277 0.8509 0.563 1.833 0.330 0.020
C -3.8010 3.1304 -0.8901 -0.071 -1.526 -0.078 0.095
H -5.0623 4.7294 0.4155 -0.172 0.229 0.327 -0.002
H -4.0751 5.6513 1.5284 0.602 -0.287 0.055 -0.004
H -4.3481 3.8396 1.7369 0.041 0.357 0.283 0.001
H -3.6670 5.5584 -1.7322 -0.820 -0.647 0.620 -0.001
H -2.8349 6.3270 -0.4650 -0.062 -0.070 0.498 -0.002
H -1.6960 6.4106 -2.2814 1.068 0.176 0.220 0.001
H -1.7664 4.8068 -2.7761 0.243 -0.577 0.188 0.001
H -0.4580 5.8828 -0.2554 0.431 -0.238 0.426 -0.005
H 0.4113 4.9799 -1.5181 0.266 0.074 0.298 -0.002
H -0.9976 1.6016 -0.8393 0.648 -0.295 0.567 -0.005
H -1.1973 2.7974 -1.9602 0.305 0.042 -0.467 0.000
H 0.4655 2.3968 -1.5714 -0.009 -0.062 0.358 0.003
H 1.3564 4.0819 0.6205 0.474 -0.564 -1.066 -0.001
H 0.3291 3.9975 1.7612 -0.685 -0.990 0.700 -0.003
H 0.8186 2.3831 0.9214 -0.125 0.316 0.472 0.000
H -3.3490 2.9734 -1.8695 0.280 0.096 0.177 -0.002
H -4.8591 3.2964 -1.0929 0.139 0.962 0.182 0.002
H -3.9017 2.1591 -0.4057 0.500 -0.233 0.242 -0.003
H -2.3370 1.9655 0.8476 -0.283 -1.101 -0.049 0.029

---

[2]
100
Properties=species:S:1:pos:R:3:forces:R:3:mulliken_charge:R:1 method="wB97M-V/def2-TZVPD" e_tot_ev=-63066.879 e_homo_ha=-0.3057
C -2.3912 -2.3164 -4.0120 -0.109 -1.603 -2.360 -0.822
O -1.3957 -3.0353 -3.3376 2.697 0.699 1.149 -0.211
C -0.1311 -3.4360 -4.0616 -2.307 -0.935 -0.130 -0.650
C 0.8704 -3.9335 -3.1065 -0.049 0.085 0.238 -0.655
N 1.5478 -2.7538 -2.5747 -0.627 -1.124 0.944 0.531
C 2.5493 -3.2094 -1.6304 2.152 1.883 -0.464 -1.164
C 3.3462 -1.9859 -1.0182 -1.159 -4.001 -2.087 -0.679
O 2.4893 -1.3644 -0.1627 -0.124 1.061 0.525 0.079
C 3.2913 -0.3936 0.4382 -1.151 1.366 1.893 -0.154
H -3.1985 -1.8560 -3.4425 0.565 -0.094 0.777 0.148
H -2.8336 -3.1344 -4.5806 -0.942 0.414 -0.566 0.375
H -2.0187 -1.6140 -4.7576 0.258 0.342 0.206 0.350
H 0.3408 -2.6744 -4.6823 -0.645 0.445 -0.027 0.287
H -0.3060 -4.3351 -4.6525 -0.973 0.319 -0.592 0.421
H 1.4830 -4.6250 -3.6850 0.779 0.370 0.025 0.497
H 0.4553 -4.5503 -2.3094 -0.336 0.057 0.078 0.322
H 0.7662 -2.3356 -2.0904 0.207 0.413 0.680 -0.481
H 3.2095 -3.7450 -2.3126 0.592 -0.248 0.402 0.523
H 2.3143 -3.8766 -0.8012 -0.866 -0.021 -0.099 0.337
H 3.6879 -1.3222 -1.8125 0.427 -0.013 0.065 0.360
H 4.1074 -2.5282 -0.4572 0.829 0.563 -0.001 0.446
H 2.6761 0.0331 1.2303 0.198 -0.056 0.207 -0.638
H 3.5287 0.4769 -0.1734 0.282 -0.271 -0.592 0.332
H 4.1766 -0.8406 0.8905 0.226 0.075 -0.090 0.474
C 1.6473 0.5765 3.8524 0.471 -1.035 0.768 -0.189
O 1.7621 1.9104 3.5320 -0.816 0.819 -1.452 -0.421
C 1.1815 2.2164 2.2331 -0.908 2.792 0.723 -0.007
C 1.1340 3.8053 2.1883 1.950 -1.402 -1.299 -0.752
N 2.5249 4.1747 1.7742 -1.714 -0.001 -0.194 -0.258
C 2.7388 5.6205 1.5158 -0.381 -2.169 2.401 -0.762
C 2.5005 6.4703 2.7580 0.020 3.139 -0.365 -0.515
O 1.2415 7.1720 2.8208 -1.400 -0.733 -1.413 -0.358
C 0.6787 7.4076 4.0742 0.843 0.012 0.532 -0.675
H 1.8159 0.4365 4.9201 0.211 0.255 0.135 0.353
H 2.4173 0.0001 3.3395 -0.120 -0.388 -0.161 0.258
H 0.6601 0.1451 3.6864 -0.184 0.064 -0.480 -0.139
H 0.1270 1.9538 2.1479 -0.086 -0.864 0.419 0.092
H 1.7187 1.8531 1.3570 0.234 -0.107 0.302 0.056
H 0.8438 4.1500 3.1808 -0.107 0.208 0.113 0.265
H 0.4702 4.2012 1.4197 -0.283 -0.267 0.173 0.439
H 3.0476 3.7342 2.5178 1.013 0.750 -0.005 0.284
H 2.0600 5.9482 0.7284 0.279 -0.012 -0.171 0.256
H 3.8011 5.7120 1.2896 -0.173 0.255 -0.472 0.435
H 3.1102 7.3428 2.5234 0.997 0.033 0.571 0.368
H 2.7689 6.1193 3.7545 0.090 -0.686 -0.224 0.423
H 0.5214 6.4487 4.5679 -0.074 0.085 0.525 0.280
H -0.2429 7.9895 4.0871 -0.244 -0.367 -0.910 0.231
H 1.3419 8.0750 4.6246 0.381 -0.266 0.631 0.304
N -4.9985 -3.9337 -0.1967 -3.015 1.866 -4.218 -0.373
C -4.0834 -4.8462 0.0241 -0.578 -2.122 -2.243 0.551
N -3.7257 -4.6378 1.2013 4.536 -0.221 8.126 -0.294
O -3.7024 -5.8067 -0.6259 -0.177 -0.094 -1.596 -0.698
H -5.1947 -3.1986 0.4677 -0.190 -0.234 -0.507 0.214
H -5.4163 -4.0008 -1.1138 -0.380 0.680 0.279 0.203
H -3.7683 -3.7238 1.6289 0.019 0.049 0.166 0.225
H -2.9991 -5.2251 1.5851 -0.062 -0.063 -0.080 0.296
N -1.3453 -1.6484 -0.5267 0.069 -1.965 -1.091 0.912
C -0.8745 -0.3960 -0.6843 -3.323 0.181 3.539 0.775
N -0.3305 -0.1132 -1.8063 1.249 -0.185 -2.528 -0.181
O -1.1666 0.4314 0.1751 0.802 1.207 1.786 -0.332
H -1.6131 -2.0788 -1.4003 0.278 -0.819 0.108 -0.252
H -1.8571 -1.9800 0.2785 -0.137 0.683 0.128 -0.364
H -0.0313 0.8351 -1.9829 0.195 -0.147 -0.452 0.314
H -0.3526 -0.9325 -2.3966 0.589 0.920 -1.059 -0.498
N 2.3510 0.2770 -3.4599 0.467 0.437 -0.579 -0.091
C 2.9639 -0.0786 -4.6414 -0.659 0.453 0.601 0.414
N 2.7382 -1.3817 -4.8672 0.409 -0.867 -1.468 -0.228
O 3.5606 0.6438 -5.4084 0.426 0.570 0.019 -0.694
H 2.5697 1.1756 -3.0538 -0.530 -0.261 0.216 0.078
H 1.7576 -0.4593 -3.1051 0.220 0.773 0.803 0.148
H 3.1436 -1.7027 -5.7348 -0.225 -0.407 0.362 0.191
H 2.3435 -1.9497 -4.1313 0.161 -0.492 -0.063 0.225
N -2.8205 -2.0101 4.3403 -0.606 -1.152 3.296 -0.381
C -2.6333 -1.7260 3.0799 -4.060 -2.257 -1.074 0.579
N -1.7861 -0.8339 2.9345 6.259 6.003 -0.400 0.108
O -3.2420 -2.0979 2.0965 -1.554 -2.228 -1.578 -0.740
H -2.2235 -1.4287 4.9109 -0.565 -0.887 0.790 0.117
H -3.5279 -2.6067 4.7449 0.192 0.261 -0.351 0.227
H -1.5027 -0.5160 2.0187 -0.228 0.513 -0.234 -0.485
H -1.6203 -0.2449 3.7381 0.620 0.245 -0.637 0.250
N -0.2273 4.8929 -1.5787 0.091 2.306 -1.039 -0.518
C 0.0446 3.6856 -1.1680 1.364 -1.866 -0.209 0.778
N -0.9845 3.1500 -0.5621 -1.948 -0.383 1.153 -0.167
O 1.0773 3.0805 -1.3595 1.823 -0.670 -0.384 -0.581
H -1.0377 5.2592 -1.1001 0.565 1.220 -0.815 0.142
H 0.4508 5.2793 -2.2198 -0.607 0.764 0.295 0.283
H -0.8296 2.3055 -0.0302 -0.875 -0.405 -0.286 -0.108
H -1.8340 3.5833 -0.8950 -0.586 -1.107 1.022 0.184
O -0.4052 -4.9096 -0.2119 0.044 -0.092 -0.330 -0.523
H -0.1987 -4.3586 0.5431 0.419 0.105 0.404 0.286
H -1.3617 -4.9222 -0.2454 -0.472 -0.309 -0.260 0.231
O 0.6238 -3.5689 2.0693 -0.247 -0.131 0.128 -0.702
H 1.4771 -3.4211 2.4769 0.282 -0.050 0.014 0.277
H 0.2604 -2.6917 1.9484 -0.070 0.417 -0.071 0.275
O -4.5906 -0.4500 -0.9274 -0.219 0.180 0.158 -0.593
H -4.4986 -0.0015 -1.7680 0.005 0.184 -0.229 0.339
H -4.1036 -1.2668 -1.0366 0.199 -0.308 0.139 0.213
O -4.2493 2.5084 0.8664 0.060 0.431 0.070 -0.673
H -5.0579 2.1281 0.5231 -0.181 -0.184 -0.070 0.310
H -3.6040 1.8051 0.7947 0.232 -0.379 -0.081 0.333